1.
C6H12OS | ωB97M-V/def2-TZVPD

```
20
C6H12OS, DFT ωB97M-V/def2-TZVPD
C 2.53 0.28 -0.34
C 1.23 -0.46 0.12
C 1.47 -1.83 -0.25
C 0.13 -0.06 0.90
C -0.06 1.52 0.70
O 0.00 2.24 -0.55
C -1.05 -0.75 1.05
S -1.94 -0.53 -0.66
H 2.87 -0.05 -1.23
H 3.37 0.24 0.35
H 2.43 1.40 -0.29
H 0.42 -2.48 -0.28
H 1.86 -1.63 -1.30
H 2.01 -2.71 0.44
H -1.08 1.65 1.20
H 0.71 1.97 1.31
H -0.88 2.16 -0.97
H -1.88 -0.38 1.82
H -0.86 -1.79 1.08
H -3.44 -0.06 -0.25
```

Properties
* DFT total energy: -19294.6928 eV
* spin multiplicity: 1
* energy relative to the best compared isomer or geometry (same formula, charge and spin): 452.8 kJ/mol
* LUMO energy: 0.3 eV
* gap between HOMO and LUMO: 8.81 eV
* SMILES: CC(C)=C(CO)CS
* HOMO energy: -8.55 eV

=====

2.
C30H25N2O4S4SbSe4W | ωB97M-V/def2-TZVPD

```
71
C30H25N2O4S4SbSe4W, DFT ωB97M-V/def2-TZVPD
W -0.09 0.12 -0.48
C 0.25 1.09 3.90
C -1.03 0.91 4.39
C -2.00 0.42 3.53
C -1.68 0.13 2.22
N -0.44 0.36 1.74
C 0.51 0.81 2.57
C -2.63 -0.49 1.28
C -3.90 -0.91 1.63
C -4.70 -1.52 0.67
C -4.21 -1.69 -0.61
C -2.94 -1.23 -0.90
N -2.17 -0.67 0.03
H 1.05 1.45 4.53
H -1.27 1.14 5.42
H -3.01 0.25 3.90
H 1.49 0.96 2.15
H -4.27 -0.77 2.63
H -5.69 -1.87 0.93
H -4.79 -2.17 -1.39
H -2.51 -1.34 -1.88
C 0.94 -4.09 1.15
S 0.75 -3.04 -0.26
O 0.43 -1.67 0.45
C 2.39 -2.88 -0.88
C 2.52 -2.93 -2.26
C 3.78 -2.79 -2.82
C 4.88 -2.60 -2.00
C 4.73 -2.55 -0.61
C 3.48 -2.68 -0.04
H 1.64 -3.66 1.86
H 1.29 -5.05 0.79
H -0.05 -4.21 1.61
H 1.65 -3.08 -2.89
H 3.90 -2.84 -3.89
H 5.86 -2.50 -2.44
H 5.60 -2.40 0.02
H 3.37 -2.63 1.03
O -0.11 -1.08 -1.97
O -0.73 0.18 -2.24
Se 3.64 4.33 -1.87
Sb 3.83 1.91 -2.29
Se 2.83 1.10 -4.38
Se 5.89 0.98 -1.70
Se 2.20 0.72 -0.44
O -0.82 1.83 -0.37
C -1.30 3.11 -0.82
C -0.41 3.75 -1.87
C 0.03 5.05 -1.81
C 0.65 5.49 -3.02
C 0.62 4.53 -3.99
S -0.12 3.09 -3.43
C -2.70 2.94 -1.34
C -3.26 3.47 -2.47
C -4.65 3.20 -2.57
C -5.12 2.47 -1.53
S -3.88 2.10 -0.41
C -1.31 3.98 0.43
C -2.25 4.90 0.79
C -1.88 5.63 1.95
C -0.66 5.25 2.43
S 0.04 4.01 1.49
H -0.11 5.68 -0.95
H 1.04 6.48 -3.17
H 0.99 4.59 -4.99
H -2.72 4.06 -3.19
H -5.27 3.54 -3.39
H -6.13 2.13 -1.35
H -3.17 5.06 0.25
H -2.49 6.40 2.41
H -0.14 5.63 3.30
```

Properties
* DFT total energy: -355759.8691 eV
* spin multiplicity: 3
* energy relative to the best compared isomer or geometry (same formula, charge and spin): 53.6 kJ/mol
* LUMO energy (spin up / spin down): -7.4 / -7.9 eV
* total charge: +2
* gap between HOMO and LUMO (spin up / spin down): 5.93 / 5.35 eV
* HOMO energy (spin up / spin down): -13.29 / -13.28 eV
* expectation value of S²: 2.01

=====

3.
C3H7NOS | ωB97M-V/def2-TZVPD

```
13
C3H7NOS, DFT ωB97M-V/def2-TZVPD
N 1.95 0.24 -0.40
C 0.90 1.11 -0.20
O 1.09 2.25 0.17
C -0.47 0.50 -0.39
C -0.76 -0.61 0.62
S -2.53 -1.03 0.53
H 2.84 0.71 -0.37
H 1.86 -0.54 -1.03
H -0.54 0.15 -1.42
H -1.19 1.30 -0.33
H -0.17 -1.48 0.40
H -0.59 -0.28 1.63
H -2.38 -2.33 0.78
```

Properties
* DFT total energy: -17597.7666 eV
* spin multiplicity: 1
* energy relative to the best compared isomer or geometry (same formula, charge and spin): 15.7 kJ/mol
* LUMO energy: 0.7 eV
* gap between HOMO and LUMO: 9.96 eV
* SMILES: NC(=O)CCS
* HOMO energy: -9.28 eV

=====

4.
C18H45F2N2O9 | ωB97M-V/def2-TZVPD

```
76
C18H45F2N2O9, DFT ωB97M-V/def2-TZVPD
C -3.97 0.92 -1.00
C -2.82 -0.06 -1.10
F -2.66 -0.52 -2.43
C -1.49 0.59 -0.75
N -0.32 -0.25 -1.19
C -0.47 -1.64 -0.60
C 0.79 -2.50 -0.56
N 1.98 -1.77 -0.17
C 1.88 -0.35 0.07
C 1.36 -0.05 1.50
C 1.54 -1.19 2.47
O 0.62 -1.69 3.06
O 2.82 -1.59 2.64
C 1.06 0.40 -1.01
C 1.00 1.86 -0.57
O 0.52 2.67 -1.63
O 0.37 3.99 -1.10
C 1.81 0.38 -2.37
C 1.86 -0.91 -3.19
C 1.86 -0.66 -4.68
F 3.03 -1.60 -2.86
H -4.57 0.67 -0.13
H -3.62 1.95 -0.95
H -4.59 0.81 -1.88
H -3.02 -0.94 -0.48
H -1.43 1.53 -1.29
H -1.42 0.78 0.32
H -0.47 -0.34 -2.19
H -1.21 -2.15 -1.20
H -0.86 -1.50 0.41
H 0.93 -3.01 -1.51
H 0.56 -3.29 0.17
H 2.80 -2.02 -0.70
H 2.89 0.04 -0.01
H 0.29 0.15 1.50
H 1.85 0.83 1.91
H 2.80 -2.44 3.09
H 2.03 2.15 -0.33
H 0.42 2.05 0.33
H -0.59 4.12 -1.16
H 2.84 0.67 -2.15
H 1.41 1.17 -3.01
H 1.03 -1.59 -2.96
H 2.82 -0.24 -4.99
H 1.71 -1.60 -5.23
H 1.06 0.02 -4.96
C 6.20 -0.97 0.82
O 4.88 -0.43 0.79
H 6.72 -0.60 -0.06
H 6.75 -0.64 1.71
H 6.19 -2.06 0.80
H 4.41 -0.74 1.57
C -5.86 4.42 -2.64
O -5.09 3.25 -2.92
H -6.01 4.44 -1.56
H -5.34 5.33 -2.94
H -6.83 4.38 -3.13
H -4.96 3.21 -3.88
C -6.29 -1.46 2.06
O -6.11 -0.11 1.64
H -6.38 -2.06 1.16
H -5.44 -1.82 2.65
H -7.21 -1.57 2.65
H -6.05 0.44 2.43
C 4.02 3.34 2.03
O 2.63 3.00 1.96
H 4.58 2.42 1.88
H 4.29 4.06 1.26
H 4.28 3.75 3.01
H 2.12 3.81 2.10
C 0.08 -4.83 5.12
O -0.64 -4.07 4.16
H -0.41 -5.79 5.21
H 1.12 -5.00 4.80
H 0.09 -4.34 6.10
H -0.21 -3.21 4.07
```

Properties
* DFT total energy: -46228.2511 eV
* spin multiplicity: 1
* energy relative to the best compared isomer or geometry (same formula, charge and spin): 0.0 kJ/mol
* LUMO energy: -2.1 eV
* total charge: +1
* gap between HOMO and LUMO: 9.77 eV
* HOMO energy: -11.85 eV

=====

5.
C13H16N2O5S | ωB97M-V/def2-TZVPD

```
37
C13H16N2O5S, DFT ωB97M-V/def2-TZVPD
C -5.15 -1.64 -1.47
C -4.96 -1.49 0.03
O -3.62 -1.14 0.36
C -3.30 0.16 0.29
O -4.08 1.04 -0.01
C -1.89 0.37 0.62
C -0.93 -0.57 0.95
C 0.26 0.13 1.17
S 1.83 -0.53 1.61
O 1.72 -1.38 2.76
O 2.77 0.56 1.65
N 2.10 -1.55 0.30
C 2.52 -0.87 -0.91
C 3.90 -0.29 -0.80
C 4.40 0.93 -1.14
C 5.77 0.91 -0.79
C 6.00 -0.32 -0.25
O 4.87 -1.06 -0.26
C -0.01 1.47 0.97
N -1.30 1.62 0.64
C -1.96 2.86 0.37
H -6.16 -1.97 -1.68
H -4.99 -0.68 -1.96
H -4.44 -2.36 -1.87
H -5.63 -0.72 0.43
H -5.13 -2.44 0.55
H -1.07 -1.62 1.03
H 2.73 -2.29 0.57
H 2.47 -1.59 -1.73
H 1.81 -0.07 -1.10
H 3.87 1.75 -1.58
H 6.49 1.70 -0.91
H 6.87 -0.78 0.15
H 0.66 2.30 1.06
H -2.39 2.86 -0.63
H -2.78 3.02 1.08
H -1.24 3.67 0.46
```

Properties
* DFT total energy: -37792.6436 eV
* spin multiplicity: 1
* energy relative to the best compared isomer or geometry (same formula, charge and spin): 123.0 kJ/mol
* LUMO energy: 0.6 eV
* gap between HOMO and LUMO: 9.14 eV
* SMILES: CCOC(=O)c1cc(S(=O)(=O)NCc2ccco2)cn1C
* HOMO energy: -8.50 eV

=====

6.
C17H28ErN10 | ωB97M-V/def2-TZVPD

```
56
C17H28ErN10, DFT ωB97M-V/def2-TZVPD
Er 0.84 -0.72 -0.44
N 0.76 -1.94 -2.93
C 1.01 -0.62 -3.43
N 0.74 -0.23 -4.63
C 1.01 1.10 -4.84
N 0.89 1.55 -6.06
N 1.35 1.99 -3.86
C 1.55 1.46 -2.69
N 1.47 0.14 -2.43
C 1.80 2.27 -1.47
C 2.18 3.59 -1.53
C 2.39 4.28 -0.33
C 2.19 3.61 0.86
C 1.79 2.28 0.84
N 1.59 1.61 -0.30
H 0.09 -2.44 -3.51
H 1.63 -2.49 -2.96
H 0.63 0.92 -6.81
H 1.06 2.52 -6.26
H 2.32 4.07 -2.49
H 2.70 5.31 -0.34
H 2.34 4.10 1.81
H 1.63 1.75 1.77
C -4.64 1.30 2.38
C -4.07 -0.10 2.30
N -3.35 -0.34 1.02
C -4.21 -0.55 -0.17
C -4.22 0.62 -1.13
C -2.05 -0.40 0.93
C -1.20 -0.16 2.15
N -1.39 -0.68 -0.21
H -5.15 1.43 3.33
H -5.37 1.48 1.59
H -3.86 2.06 2.31
H -4.85 -0.86 2.34
H -3.40 -0.32 3.12
H -5.21 -0.73 0.21
H -3.91 -1.49 -0.65
H -4.58 1.53 -0.64
H -4.90 0.40 -1.96
H -3.24 0.84 -1.56
H -1.20 -1.04 2.79
H -1.54 0.69 2.73
H -0.16 0.04 1.87
H -2.01 -0.85 -0.99
C 3.25 -4.64 2.77
N 3.50 -3.19 2.57
C 4.66 -2.57 3.25
C 2.70 -2.49 1.85
N 1.97 -1.85 1.20
H 4.17 -5.17 2.51
H 2.45 -4.96 2.11
H 2.99 -4.82 3.81
H 5.56 -3.08 2.90
H 4.54 -2.69 4.32
H 4.71 -1.52 2.99
```

Properties
* DFT total energy: -60585.7975 eV
* spin multiplicity: 4
* energy relative to the best compared isomer or geometry (same formula, charge and spin): 0.0 kJ/mol
* LUMO energy (spin up / spin down): -9.0 / -9.0 eV
* total charge: +3
* gap between HOMO and LUMO (spin up / spin down): 8.86 / 8.89 eV
* HOMO energy (spin up / spin down): -17.89 / -17.89 eV
* expectation value of S²: 3.75

=====

7.
C36H90N3O9Si | ωB97M-V/def2-TZVPD

```
139
C36H90N3O9Si, DFT ωB97M-V/def2-TZVPD
C -2.12 -3.11 2.60
C -2.60 -1.91 2.91
C -3.04 -0.82 1.96
C -1.94 0.14 1.45
C -1.43 -0.22 0.03
C -1.31 -1.70 -0.34
O -0.05 -2.27 -0.03
N -2.68 1.48 1.26
C -1.83 2.57 0.71
C -0.41 2.56 1.31
C 0.14 3.96 1.45
C 0.61 4.50 0.10
O 1.20 3.45 -0.64
Si 1.12 3.56 -2.32
C -0.62 3.33 -3.03
C 2.15 2.12 -2.93
C 1.88 5.18 -2.94
N -0.42 1.86 2.59
C -0.86 0.46 2.52
C 0.36 -0.46 2.46
N 1.34 -0.03 1.44
H -1.39 -3.23 1.80
H -2.37 -4.00 3.15
H -2.74 -1.70 3.96
H -3.55 -1.30 1.13
H -3.81 -0.24 2.46
H -2.14 0.21 -0.68
H -0.48 0.25 -0.20
H -1.40 -1.75 -1.43
H -2.10 -2.33 0.04
H 0.61 -1.84 -0.60
H -3.01 1.74 2.19
H -3.52 1.35 0.69
H -2.30 3.51 0.99
H -1.77 2.51 -0.37
H 0.26 2.02 0.65
H -0.63 4.64 1.82
H 0.93 3.97 2.19
H -0.23 4.99 -0.41
H 1.34 5.28 0.29
H -0.69 3.96 -3.91
H -1.44 3.56 -2.35
H -0.73 2.31 -3.40
H 1.53 1.37 -3.41
H 2.64 1.66 -2.07
H 2.90 2.42 -3.66
H 1.15 5.98 -2.86
H 2.19 5.02 -3.97
H 2.72 5.40 -2.29
H -1.05 2.37 3.21
H -1.30 0.25 3.49
H 0.09 -1.49 2.37
H 0.82 -0.35 3.44
H 1.99 0.62 1.86
H 1.87 -0.86 1.18
C -8.15 -0.35 4.46
C -7.13 -0.92 3.50
C -7.30 -2.42 3.34
O -5.81 -0.62 3.95
H -8.03 -0.79 5.46
H -8.02 0.73 4.57
H -9.17 -0.54 4.12
H -7.24 -0.44 2.52
H -7.15 -2.92 4.30
H -6.55 -2.82 2.65
H -8.29 -2.67 2.97
H -5.69 -1.04 4.82
C 4.67 -1.18 0.96
C 4.00 -1.70 -0.30
C 4.58 -1.05 -1.55
O 2.59 -1.46 -0.23
H 4.52 -0.10 1.06
H 4.25 -1.65 1.85
H 5.75 -1.37 0.95
H 4.13 -2.78 -0.36
H 4.41 0.04 -1.52
H 4.08 -1.43 -2.44
H 5.65 -1.23 -1.64
H 2.46 -0.50 -0.18
C 7.93 -3.43 -3.02
C 7.34 -2.47 -4.05
C 8.14 -2.47 -5.34
O 7.29 -1.16 -3.50
H 8.95 -3.13 -2.76
H 7.34 -3.41 -2.10
H 7.95 -4.45 -3.40
H 6.30 -2.76 -4.26
H 9.16 -2.14 -5.15
H 7.70 -1.78 -6.06
H 8.17 -3.47 -5.79
H 8.19 -0.88 -3.30
C 0.41 -0.87 -5.84
C 1.87 -0.48 -6.07
C 2.54 -1.43 -7.05
O 2.57 -0.49 -4.83
H 0.35 -1.88 -5.41
H -0.06 -0.19 -5.13
H -0.15 -0.85 -6.77
H 1.92 0.54 -6.45
H 2.54 -2.45 -6.66
H 3.58 -1.14 -7.20
H 2.04 -1.43 -8.02
H 2.54 -1.38 -4.47
C -13.94 -1.02 5.44
C -12.58 -0.66 4.85
C -12.72 -0.13 3.43
O -11.73 -1.81 4.86
H -14.42 -1.80 4.85
H -13.83 -1.40 6.45
H -14.60 -0.15 5.46
H -12.10 0.09 5.47
H -13.16 -0.89 2.78
H -11.74 0.11 3.01
H -13.34 0.76 3.39
H -12.14 -2.49 4.31
C 3.99 7.47 2.04
C 3.95 6.72 0.72
C 5.13 7.07 -0.16
O 2.72 7.01 0.04
H 3.95 8.55 1.87
H 3.13 7.21 2.66
H 4.90 7.24 2.60
H 3.94 5.64 0.92
H 5.12 8.14 -0.40
H 5.08 6.53 -1.10
H 6.08 6.83 0.33
H 2.71 7.96 -0.14
C 3.56 -6.02 0.82
C 4.99 -6.13 0.31
C 5.04 -6.06 -1.21
O 5.57 -7.35 0.76
H 2.95 -6.84 0.45
H 3.55 -6.07 1.91
H 3.10 -5.08 0.51
H 5.60 -5.33 0.73
H 4.48 -6.89 -1.65
H 6.07 -6.15 -1.57
H 4.62 -5.12 -1.58
H 5.05 -8.08 0.40
```

Properties
* DFT total energy: -69561.1640 eV
* spin multiplicity: 1
* LUMO energy: -2.4 eV
* total charge: +1
* gap between HOMO and LUMO: 9.10 eV
* HOMO energy: -11.50 eV